# 1
The following is a DFT calculation (ωB97M-V/def2-TZVPD) of 5 unconnected molecules or ions with the total composition C25H47FNO11 at a distorted geometry.

Geometry (Å):
C 1.88 -0.14 -3.71
C 0.53 -0.14 -2.90
C 0.33 -1.39 -1.96
C 1.59 -1.82 -1.12
C 1.48 -3.40 -0.92
C 1.69 -1.08 0.29
N 2.43 0.19 0.05
C 2.76 0.91 1.29
C 4.32 0.96 1.43
O 5.06 0.10 1.20
F 4.87 2.20 1.83
C 2.33 -2.04 1.35
O 1.59 -2.34 2.33
O 3.50 -2.54 1.26
H 2.74 -0.02 -2.99
H 2.00 -1.04 -4.36
H 1.90 0.80 -4.33
H 0.40 0.85 -2.38
H -0.30 -0.18 -3.66
H -0.11 -2.28 -2.49
H -0.47 -1.09 -1.21
H 2.57 -1.65 -1.63
H 2.47 -3.84 -0.63
H 0.65 -3.65 -0.22
H 1.24 -3.83 -1.93
H 0.62 -0.87 0.58
H 1.87 0.83 -0.51
H 2.43 1.98 1.15
H 2.23 0.54 2.20
O 3.30 3.30 -5.28
C 4.41 2.92 -4.98
O 4.59 1.67 -4.52
C 5.87 1.06 -4.35
C 6.46 1.38 -2.99
C 5.59 3.86 -5.03
H 6.54 1.31 -5.17
H 5.69 -0.02 -4.41
H 6.64 2.45 -2.88
H 7.40 0.85 -2.84
H 5.76 1.09 -2.20
H 5.67 4.39 -4.08
H 5.42 4.58 -5.83
H 6.53 3.36 -5.26
O -1.38 -3.25 8.93
C -0.99 -2.74 7.91
O -1.75 -2.76 6.81
C -1.47 -1.99 5.62
C -0.54 -2.74 4.69
C 0.40 -2.16 7.82
H -1.10 -1.00 5.88
H -2.43 -1.85 5.13
H 0.43 -2.92 5.15
H -0.39 -2.19 3.77
H -0.96 -3.72 4.45
H 1.10 -2.94 7.53
H 0.68 -1.78 8.80
H 0.48 -1.32 7.13
O -4.32 -0.33 3.12
C -4.93 0.05 4.08
O -4.91 -0.66 5.22
C -5.41 -0.19 6.47
C -6.89 -0.47 6.61
C -5.80 1.28 4.00
H -5.17 0.86 6.62
H -4.86 -0.74 7.24
H -7.47 0.06 5.86
H -7.25 -0.17 7.60
H -7.09 -1.54 6.48
H -6.79 1.00 3.66
H -5.36 1.97 3.28
H -5.87 1.83 4.94
O -2.15 -0.27 -4.12
C -2.62 0.40 -5.00
O -2.00 1.54 -5.37
C -2.33 2.30 -6.53
C -3.45 3.28 -6.25
C -3.93 0.05 -5.65
H -2.56 1.64 -7.37
H -1.43 2.84 -6.81
H -4.37 2.77 -5.96
H -3.65 3.90 -7.13
H -3.17 3.93 -5.42
H -4.74 0.49 -5.07
H -4.04 -1.04 -5.63
H -4.00 0.35 -6.69

Summary:
molecular weight = 556.65 g mol⁻¹
HOMO = -3.998 eV
total charge = -1
E_LUMO = 2.094 eV

Atom charges from the Mulliken analysis, given in e for atoms 1 to 5:
1 C -0.97
2 C 0.42
3 C -1.20
4 C 0.99
5 C -1.73

---

# 2
The following is a DFT calculation (ωB97M-V/def2-TZVPD) of a molecular structure, C25H47MoN8O2Si2.

Geometry (Å):
Mo 0.16 0.11 -0.64
C -3.85 -3.38 -0.08
N -2.41 -3.58 -0.11
C -1.98 -4.97 -0.25
C -0.48 -4.87 -0.14
N -0.24 -3.47 -0.48
C 1.12 -3.01 -0.47
C -1.37 -2.72 -0.39
N -1.40 -1.40 -0.50
C -2.72 -0.73 -0.49
C -2.67 0.63 -1.15
N -1.54 1.42 -0.63
C -1.53 2.74 -0.73
N -0.62 3.52 -0.12
C 0.54 3.10 0.65
C -0.64 4.87 -0.65
C -2.04 4.95 -1.24
N -2.33 3.54 -1.51
C -3.68 3.27 -2.01
H -4.28 -4.29 0.34
H -4.29 -3.24 -1.07
H -4.14 -2.56 0.57
H -2.31 -5.38 -1.21
H -2.42 -5.57 0.54
H 0.04 -5.52 -0.84
H -0.12 -5.08 0.87
H 1.71 -3.56 -1.20
H 1.57 -3.10 0.52
H 1.15 -1.96 -0.74
H -3.08 -0.64 0.53
H -3.45 -1.29 -1.07
H -3.63 1.10 -0.95
H -2.57 0.49 -2.23
H 0.31 2.24 1.26
H 0.82 3.93 1.30
H 1.39 2.86 0.01
H 0.13 4.99 -1.42
H -0.47 5.60 0.14
H -2.08 5.52 -2.16
H -2.76 5.36 -0.53
H -3.99 4.16 -2.55
H -4.40 3.10 -1.21
H -3.70 2.44 -2.71
C -0.27 0.66 4.29
Si -0.90 0.01 2.65
C -1.69 -1.67 2.90
C -2.21 1.30 2.30
N 0.37 -0.13 1.39
C 1.70 -0.34 1.81
C 2.12 -0.81 3.07
C 3.46 -0.82 3.39
C 4.41 -0.37 2.47
C 4.02 -0.01 1.20
C 2.66 -0.08 0.84
N 2.15 0.07 -0.46
Si 3.35 0.01 -1.80
C 4.41 -1.50 -1.52
C 2.64 -0.29 -3.50
C 4.29 1.61 -1.84
H -1.09 1.21 4.75
H 0.57 1.35 4.19
H 0.03 -0.12 4.99
H -2.77 -1.66 2.72
H -1.55 -2.00 3.94
H -1.24 -2.42 2.25
H -2.92 1.23 3.13
H -2.76 1.22 1.37
H -1.76 2.30 2.34
H 1.41 -1.18 3.78
H 3.78 -1.18 4.37
H 5.46 -0.34 2.74
H 4.77 0.28 0.48
H 4.02 -2.32 -2.14
H 4.44 -1.85 -0.49
H 5.44 -1.32 -1.85
H 1.79 -0.97 -3.52
H 3.45 -0.75 -4.06
H 2.37 0.63 -4.02
H 4.51 2.00 -0.85
H 3.69 2.36 -2.37
H 5.24 1.50 -2.38
O 0.78 1.77 -2.01
C 0.22 1.21 -3.00
O -0.31 0.07 -2.84
H 0.19 1.71 -3.97

Summary:
spin multiplicity = 3
molecular weight = 643.82 g mol⁻¹
HOMO (spin up / spin down) = -9.704 / -9.752 eV
total charge = +1
E_LUMO (spin up / spin down) = -2.811 / -2.420 eV

Atom charges from the Mulliken analysis, given in e for atoms 1 to 5:
1 Mo -1.76
2 C -0.97
3 N 0.20
4 C -0.69
5 C -0.73